Record 1
# C7H14N

A gas-phase ion, C7H14N (charge +1) at a distorted geometry (ωB97M-V/def2-TZVPD, OMol25).

Values from the calculation:
ΔE to the lowest compared entry with this formula, charge and spin = 127.6 kJ/mol
Frontier orbital gap = 6.9 eV
F_max = 1.51 eV/Å
Total charge = +1
LUMO level = -6.3 eV
Highest occupied orbital energy = -0.4852 Ha
Molecular weight = 112.20 g/mol

XYZ file:
```
22
Properties=species:S:1:pos:R:3:forces:R:3:lowdin_charge:R:1
C -1.91963 0.75467 0.51829 -0.5166 -0.6577 0.3230 -0.226
C -0.77448 0.72894 -0.51424 0.8272 0.8793 0.7867 -0.114
C 0.21929 -0.33350 -0.25055 -0.0546 -0.2622 -1.4882 -0.089
C -0.17327 -1.71893 -0.55530 -0.2604 -0.0978 0.3827 -0.001
C 2.49300 -0.94432 0.20714 -0.9732 -0.1666 -0.4112 0.231
C 1.56255 0.02901 0.04992 0.6861 0.8040 0.5533 -0.245
C 2.00659 1.47290 0.21957 -0.0668 -0.1879 0.5277 -0.031
N -2.74588 -0.43685 0.40472 0.3261 -0.0595 -0.2859 -0.001
H -1.47615 0.78088 1.51657 -0.0909 0.0541 0.0248 0.128
H -2.47885 1.68208 0.38305 0.1694 0.1570 -0.1112 0.124
H -1.14544 0.71769 -1.53997 -0.1308 -0.4432 -0.0541 0.158
H -0.24195 1.66829 -0.37904 -0.2863 0.1778 -0.2486 0.100
H 0.11760 -1.93164 -1.59038 0.0622 0.0666 -0.0495 0.141
H 0.28738 -2.45240 0.09395 0.1406 -0.1843 -0.0117 0.098
H 2.16955 -1.96117 0.05589 0.4358 -0.2604 0.2277 0.085
H 3.52468 -0.72597 0.42059 0.1861 -0.0289 0.0146 0.107
H 1.58558 1.89336 1.13537 -0.1056 0.0573 -0.0632 0.103
H 3.08185 1.48200 0.35924 0.1308 0.0710 -0.0703 0.085
H 1.77091 2.14710 -0.59834 -0.0949 -0.1581 -0.1853 0.093
H -3.49105 -0.51957 1.08201 0.0528 0.2091 0.0223 0.091
H -1.25003 -1.82394 -0.48725 -0.0797 -0.0020 0.0349 0.077
H -3.12226 -0.50864 -0.53123 -0.3574 0.0323 0.0814 0.086
```
Positions in Å, forces in eV/Å.

=====

Record 2
# C7H14N

A gas-phase ion, C7H14N (charge +1) at a distorted geometry (ωB97M-V/def2-TZVPD, OMol25).

Values from the calculation:
ΔE to the lowest compared entry with this formula, charge and spin = 307.3 kJ/mol
Frontier orbital gap = 5.9 eV
F_max = 4.96 eV/Å
Total charge = +1
LUMO level = -6.7 eV
Highest occupied orbital energy = -0.4634 Ha
Molecular weight = 112.20 g/mol

XYZ file:
```
22
Properties=species:S:1:pos:R:3:forces:R:3:lowdin_charge:R:1
C -1.74407 -0.35660 -1.00753 -0.3804 -0.7986 -0.4748 -0.270
C -2.19787 0.41428 0.26960 -4.2301 -1.8040 -0.2300 -0.188
C -1.12999 0.75409 1.25157 2.7067 3.4348 -2.3375 -0.162
C 0.03900 1.64816 0.67653 -0.7811 -1.2327 -0.1208 0.131
C 1.25841 1.08369 0.20363 -0.1221 2.5117 -0.2335 -0.067
C 1.68773 -0.23617 0.10167 -0.4806 -0.0144 2.0830 -0.002
C 3.05925 -0.58191 -0.38186 -1.1762 -2.0977 0.3539 -0.026
N -1.16708 -1.66817 -0.68455 1.2661 -0.6602 1.2829 -0.010
H -2.61359 -0.59467 -1.75399 1.4014 0.7465 1.6988 0.158
H -1.02035 0.22583 -1.56384 0.1361 0.5531 -0.3265 0.082
H -3.02485 1.17749 0.02442 1.7881 -0.6241 0.3455 0.143
H -2.82179 -0.40194 0.82491 0.9039 1.3664 -0.7616 0.150
H -1.30026 1.27019 2.16342 -1.2343 0.2414 0.9087 0.124
H -0.10793 2.78317 0.65364 0.4491 -1.7212 -0.0175 0.161
H 1.94228 1.91639 -0.08722 -0.1886 -1.1191 -0.2361 0.133
H 1.07269 -0.96490 0.71909 0.9542 0.5855 -1.2922 0.127
H 3.09610 -1.35777 -1.20347 -0.3095 0.8934 0.7252 0.134
H 3.55579 0.29593 -0.63535 0.9437 1.3850 -0.8126 0.060
H 3.62387 -1.06498 0.44378 -0.4569 0.1444 -0.1788 0.123
H -0.58508 -0.08527 1.43389 0.9500 -2.8228 1.0527 0.051
H -1.34355 -2.41854 -1.34255 0.1659 0.3454 0.2190 0.075
H -0.27871 -1.83830 -0.10579 -2.3054 0.6874 -1.6477 0.072
```
Positions in Å, forces in eV/Å.

=====

Record 3
# C7H14N2

A single C7H14N2 molecule at a distorted geometry (ωB97M-V/def2-TZVPD, OMol25).

Values from the calculation:
ΔE to the lowest compared entry with this formula, charge and spin = 201.3 kJ/mol
Frontier orbital gap = 9.9 eV
F_max = 5.97 eV/Å
Total charge = 0
LUMO level = 0.9 eV
Highest occupied orbital energy = -0.3318 Ha
SMILES = [H]/N=C(\N)C(=C)CC(C)C
Molecular weight = 126.20 g/mol

XYZ file:
```
23
Properties=species:S:1:pos:R:3:forces:R:3:lowdin_charge:R:1
H -3.57604 -1.51825 -1.72344 0.2159 0.0176 0.2184 0.034
N -2.56212 -1.49665 -1.56662 0.8167 0.4095 0.4060 0.086
C -2.19013 -0.40426 -1.00336 1.8607 -0.3009 -1.6389 -0.433
N -3.07432 0.58984 -0.69774 0.4471 0.7923 0.5879 0.095
C -0.48408 -0.13939 -0.77571 -5.3763 -1.4562 -2.1447 -0.245
C 0.19603 0.07138 -1.89437 0.0124 0.5521 0.4707 0.052
C -0.18753 -0.72568 0.49966 3.7483 1.5128 2.6042 -0.110
C 1.11767 0.13133 1.26615 -1.5822 -1.6981 0.0512 -0.362
C 2.33207 -0.78109 1.38281 0.0842 -0.1099 0.0859 -0.107
C 1.50187 1.50848 0.75444 -0.1275 0.0875 -0.1549 -0.106
H -3.98092 0.56906 -1.15243 0.3460 0.1242 0.2930 0.096
H -2.69290 1.47781 -0.40341 -0.3313 -0.0825 -0.2117 0.089
H -0.32229 0.27299 -2.82632 0.0861 -0.0226 0.1433 0.070
H 1.27933 0.10773 -1.90181 0.0067 -0.0866 -0.0140 0.062
H 0.13265 -1.76343 0.36449 0.0053 0.1415 0.0787 0.117
H -0.99146 -0.72231 1.24059 -0.0501 0.1542 -0.4537 0.106
H 0.68619 0.25910 2.26549 0.2488 0.0628 -0.0057 0.110
H 2.81741 -0.92653 0.41163 -0.0607 0.0141 0.0524 0.078
H 3.07973 -0.36739 2.07049 -0.0719 0.0406 -0.1382 0.075
H 2.05932 -1.76712 1.77109 -0.0053 0.0976 -0.0701 0.073
H 2.05054 1.46476 -0.19064 -0.2353 0.0134 -0.0310 0.066
H 0.62872 2.15821 0.64543 0.1188 -0.0444 -0.1559 0.075
H 2.18026 2.00142 1.46357 -0.1565 -0.2191 0.0271 0.079
```
Positions in Å, forces in eV/Å.

=====

Record 4
# C7H14N2

A single C7H14N2 molecule at a distorted geometry (ωB97M-V/def2-TZVPD, OMol25).

Values from the calculation:
ΔE to the lowest compared entry with this formula, charge and spin = 472.6 kJ/mol
Frontier orbital gap = 9.7 eV
F_max = 7.16 eV/Å
Total charge = 0
LUMO level = 0.8 eV
Highest occupied orbital energy = -0.3271 Ha
SMILES = [H]/N=C\N1C[C@@]1(C)C(C)C
Molecular weight = 126.20 g/mol

XYZ file:
```
23
Properties=species:S:1:pos:R:3:forces:R:3:lowdin_charge:R:1
H -2.95217 0.84990 -1.48923 -1.2227 -3.2778 2.6916 0.114
N -3.43047 0.06236 -0.69470 3.9160 1.4177 -1.2762 0.014
C -2.52728 -0.62675 0.01560 -6.6960 2.5405 0.0541 -0.371
N -1.22538 -0.77209 0.01603 3.0544 0.5249 0.7227 -0.047
C -0.52182 -0.55108 1.30736 -0.0746 -0.0672 -1.8398 -0.019
C -0.15440 0.26138 0.05642 -0.9883 -1.3681 3.0388 -0.453
C -0.48223 1.69043 0.13379 2.5827 1.6673 -3.0461 -0.034
C 1.15088 -0.14575 -0.55940 -1.8364 -1.4873 0.6188 -0.472
C 2.31433 0.55521 0.00842 1.7903 3.4000 0.1430 -0.097
C 1.22687 -1.67466 -0.46860 -1.9252 -0.0771 -2.7656 -0.077
H -3.10343 -1.05509 0.92704 1.2965 -0.1311 -1.5431 0.140
H 0.10178 -1.36713 1.62523 0.0103 0.0282 0.2333 0.094
H -1.13543 -0.06656 2.02390 -0.3100 0.3694 0.7260 0.108
H 0.45623 2.20384 0.54221 -1.8788 -0.3909 0.2705 0.099
H -1.45644 1.91789 0.47517 -0.6479 0.3993 0.9881 0.067
H -0.43476 2.10153 -0.93868 -0.3342 -0.4640 1.1025 0.112
H 0.88884 0.15242 -1.58312 1.1270 -0.4457 -0.4718 0.148
H 2.07837 0.87668 1.26352 1.3873 -1.2129 -3.8548 0.175
H 3.35619 0.05656 -0.34204 -2.4186 0.9283 1.6388 0.120
H 2.32463 1.54468 -0.66633 0.3734 -1.4469 2.1358 0.105
H 0.14241 -1.87000 -0.90873 2.7141 -0.8990 0.6264 0.123
H 2.02316 -1.86451 -1.18579 -0.1059 -0.9466 -0.0369 0.072
H 1.36010 -2.27924 0.44194 0.1866 0.9391 -0.1561 0.080
```
Positions in Å, forces in eV/Å.

=====

Record 5
# C7H14N2

2 unconnected molecules or ions with the total composition C7H14N2 at a distorted geometry (ωB97M-V/def2-TZVPD, OMol25).

Values from the calculation:
ΔE to the lowest compared entry with this formula, charge and spin = 222.6 kJ/mol
Frontier orbital gap = 9.1 eV
F_max = 4.18 eV/Å
Total charge = 0
LUMO level = 0.8 eV
Highest occupied orbital energy = -0.3033 Ha
SMILES = [H]/N=C(\C)C(=C)N.C=CC
Molecular weight = 126.20 g/mol

XYZ file:
```
23
Properties=species:S:1:pos:R:3:forces:R:3:lowdin_charge:R:1
H 0.32815 -2.59151 0.07218 -0.3983 0.1646 -0.3463 0.071
N 0.35551 -1.74668 0.63553 0.0281 0.8177 -0.1526 0.120
C 0.72035 -0.70378 -0.01254 3.6829 -0.6354 1.8798 -0.396
C 1.30225 -0.74064 -1.40044 -0.8133 0.2294 -0.2572 -0.051
C 1.33050 0.45514 0.93343 -0.8788 -1.0517 -0.9247 -0.393
C 2.08595 1.46872 0.49208 -0.2412 -0.2650 -0.1782 0.029
N 0.98656 0.23456 2.24184 -0.2780 -0.1606 0.1986 0.084
H 1.12815 0.20298 -1.91121 0.0502 0.0119 -0.1560 0.065
H 0.83874 -1.54106 -1.97674 -0.0149 0.0394 -0.0366 0.083
H 2.37608 -0.91502 -1.35380 0.0049 0.0367 0.1798 0.092
H 2.30585 1.61750 -0.54918 -0.0564 -0.0737 -0.1781 0.043
H 2.48640 2.20450 1.17299 0.0532 -0.0269 0.1550 0.053
H 1.58196 0.62502 2.95402 -0.0701 -0.0229 -0.0753 0.095
H 0.65106 -0.71254 2.39628 0.1562 0.2175 0.1111 0.070
C -1.82629 0.76044 -1.67846 0.1598 -0.2184 -0.1907 -0.005
C -1.57141 0.45035 -0.41943 1.5360 1.0046 1.2937 -0.262
C -2.49845 -0.25335 0.51017 0.0059 -0.1399 -0.0760 -0.106
H -2.72865 0.42181 -2.16851 -0.2129 0.0758 0.0348 0.055
H -1.12399 1.29652 -2.29725 0.1362 0.0982 -0.0237 0.048
H -0.55622 0.76840 0.08640 -2.6548 -0.0625 -1.3171 0.102
H -1.99534 -1.11486 0.94927 -0.0583 -0.0628 0.0415 0.052
H -3.39370 -0.58694 -0.01222 -0.0930 -0.0194 0.0387 0.072
H -2.78345 0.40044 1.33559 -0.0436 0.0434 -0.0206 0.078
```
Positions in Å, forces in eV/Å.

=====

Q: Which of these has the lowest ΔE to the lowest compared entry with this formula, charge and spin?
A: number 1

=====

Q: Number 5 is which compound?
A: C7H14N2

=====

Q: Which formula does entry 5 have?
A: C7H14N2

=====

What did the fourth record say?
# C7H14N2

A single C7H14N2 molecule at a distorted geometry (ωB97M-V/def2-TZVPD, OMol25).

Values from the calculation:
ΔE to the lowest compared entry with this formula, charge and spin = 472.6 kJ/mol
Frontier orbital gap = 9.7 eV
F_max = 7.16 eV/Å
Total charge = 0
LUMO level = 0.8 eV
Highest occupied orbital energy = -0.3271 Ha
SMILES = [H]/N=C\N1C[C@@]1(C)C(C)C
Molecular weight = 126.20 g/mol

XYZ file:
```
23
Properties=species:S:1:pos:R:3:forces:R:3:lowdin_charge:R:1
H -2.95217 0.84990 -1.48923 -1.2227 -3.2778 2.6916 0.114
N -3.43047 0.06236 -0.69470 3.9160 1.4177 -1.2762 0.014
C -2.52728 -0.62675 0.01560 -6.6960 2.5405 0.0541 -0.371
N -1.22538 -0.77209 0.01603 3.0544 0.5249 0.7227 -0.047
C -0.52182 -0.55108 1.30736 -0.0746 -0.0672 -1.8398 -0.019
C -0.15440 0.26138 0.05642 -0.9883 -1.3681 3.0388 -0.453
C -0.48223 1.69043 0.13379 2.5827 1.6673 -3.0461 -0.034
C 1.15088 -0.14575 -0.55940 -1.8364 -1.4873 0.6188 -0.472
C 2.31433 0.55521 0.00842 1.7903 3.4000 0.1430 -0.097
C 1.22687 -1.67466 -0.46860 -1.9252 -0.0771 -2.7656 -0.077
H -3.10343 -1.05509 0.92704 1.2965 -0.1311 -1.5431 0.140
H 0.10178 -1.36713 1.62523 0.0103 0.0282 0.2333 0.094
H -1.13543 -0.06656 2.02390 -0.3100 0.3694 0.7260 0.108
H 0.45623 2.20384 0.54221 -1.8788 -0.3909 0.2705 0.099
H -1.45644 1.91789 0.47517 -0.6479 0.3993 0.9881 0.067
H -0.43476 2.10153 -0.93868 -0.3342 -0.4640 1.1025 0.112
H 0.88884 0.15242 -1.58312 1.1270 -0.4457 -0.4718 0.148
H 2.07837 0.87668 1.26352 1.3873 -1.2129 -3.8548 0.175
H 3.35619 0.05656 -0.34204 -2.4186 0.9283 1.6388 0.120
H 2.32463 1.54468 -0.66633 0.3734 -1.4469 2.1358 0.105
H 0.14241 -1.87000 -0.90873 2.7141 -0.8990 0.6264 0.123
H 2.02316 -1.86451 -1.18579 -0.1059 -0.9466 -0.0369 0.072
H 1.36010 -2.27924 0.44194 0.1866 0.9391 -0.1561 0.080
```
Positions in Å, forces in eV/Å.